{
  "formula": "C7H4NO4PdSe4",
  "method": "ωB97M-V with the def2-TZVPD basis set",
  "elements": ["Pd", "Se", "Se", "Se", "Se", "O", "C", "C", "C", "C", "C", "C", "C", "O", "N", "O", "O", "H", "H", "H", "H"],
  "positions_angstrom": [[-1.021, 2.190, 2.111], [-1.677, 4.643, 1.873], [-3.226, 3.060, 2.387], [-3.062, 2.223, 4.593], [-1.399, 0.661, 4.025], [1.017, 1.686, 1.753], [1.361, 0.722, 1.057], [0.714, 0.083, -0.048], [1.418, -1.033, -0.530], [0.944, -1.760, -1.581], [-0.275, -1.411, -2.217], [-0.978, -0.336, -1.793], [-0.533, 0.514, -0.684], [-1.157, 1.520, -0.335], [1.704, -2.909, -2.051], [2.752, -3.192, -1.490], [1.256, -3.541, -2.998], [2.343, 0.284, 1.301], [2.347, -1.332, -0.062], [-0.622, -2.018, -3.042], [-1.908, -0.054, -2.269]],
  "atomic_forces_ev_per_a": [[-0.3241, 0.1162, -0.1337], [0.0650, 0.1920, -0.0688], [0.3141, -0.3068, -0.0448], [0.0294, 0.0501, 0.3060], [-0.1148, 0.0094, -0.2062], [-0.1469, -0.1898, 0.1256], [-0.0518, 0.3339, -0.0577], [0.2663, -0.2833, 0.0656], [-0.1920, 0.2301, 0.0803], [0.2140, -0.5173, -0.2774], [0.0466, -0.0437, -0.0125], [-0.0325, 0.2797, 0.2047], [0.3592, -0.3525, -0.0243], [-0.2078, 0.1102, -0.0434], [-0.3284, 0.3872, 0.0564], [0.0246, -0.0266, 0.0074], [0.0297, -0.0403, 0.0020], [0.0267, 0.0213, -0.0049], [0.0096, 0.0141, -0.0001], [0.0048, 0.0066, 0.0113], [0.0082, 0.0096, 0.0146]],
  "nbo_charge": [0.5496, -0.3850, 0.1875, -0.0920, -0.3944, -0.6209, 0.4392, -0.3465, -0.0781, -0.1008, -0.1543, -0.3054, 0.4776, -0.6605, 0.5367, -0.4265, -0.4270, 0.1195, 0.2320, 0.2332, 0.2157],
  "multiplicity": 1,
  "largest_force_ev_per_a": 0.625,
  "gap_ev": [6.2, 6.2],
  "total_charge": -1,
  "de_lowest_ev": 0.000
}